Molecular formula: C2H10N4
Method: DFT, wB97M-V/def2-TZVPD

Values from the calculation:
**Relative energy (zero: lowest compared OMol25 entry of this formula, charge and spin)**: 561.9 kJ/mol
**E_tot**: -8191.0115 eV
**Total charge**: 0
**HOMO level (spin up / spin down)**: -7.90 / -7.59 eV
**Orbital gap (spin up / spin down)**: 8.46 / 8.32 eV

Geometry as XYZ:
```
16
Properties=species:S:1:pos:R:3:forces:R:3
C -0.317431 -0.188381 -0.268844 0.37 0.71 1.32
C -0.866488 -1.565845 -0.099453 0.11 0.01 0.00
N -0.259594 0.635295 0.763649 -0.10 -0.67 -0.65
N 1.769044 -0.505167 0.109660 0.99 -0.56 -0.52
N -2.242773 1.090739 -0.105312 -1.27 0.39 -0.40
N 2.672387 0.438523 -0.269804 -0.09 0.05 0.06
H 0.142417 1.526291 0.470963 -0.20 -0.01 -0.09
H 1.793309 -0.581805 1.126190 -0.11 0.21 -0.04
H -0.192666 0.151918 -1.295863 0.25 -0.02 0.06
H -2.743035 0.726342 0.708834 0.18 0.08 0.06
H -2.200069 2.103024 0.042004 0.10 -0.09 0.12
H 2.778469 1.284112 0.282917 -0.09 -0.16 0.00
H 2.681194 0.608784 -1.265954 -0.09 -0.06 0.14
H -0.194991 -2.289183 -0.566331 -0.08 0.05 0.00
H -1.839434 -1.624206 -0.590061 0.02 0.01 -0.01
H -0.980339 -1.810442 0.957404 0.01 0.07 -0.05
```
Forces are in eV/Å.